1.
{"formula": "C3H5NO2", "method": "ωB97M-V with the def2-TZVPD basis set", "species": ["N", "C", "C", "C", "O", "O", "H", "H", "H", "H", "H"], "coordinates": [[-1.495, 0.991, 0.203], [-1.117, -0.329, 0.290], [0.330, -0.464, -0.213], [1.401, -0.707, 0.620], [0.214, 1.302, -0.464], [-1.807, -1.256, 0.641], [0.601, 1.773, -1.233], [-2.146, 1.205, -0.551], [0.361, -0.902, -1.208], [1.412, -0.323, 1.630], [2.247, -1.290, 0.285]], "atomic_forces_ev_per_a": [[-1.40, -0.14, 0.65], [-0.36, -0.14, -0.47], [-0.40, 0.71, -0.23], [0.31, -0.07, 0.27], [1.49, -0.55, -0.21], [0.43, 0.34, -0.01], [-0.10, -0.21, -0.09], [0.07, -0.08, 0.08], [-0.03, 0.07, 0.06], [-0.04, -0.05, -0.01], [0.02, 0.11, -0.04]], "homo_energy_ev": [-8.47, -9.35], "relative_energy_kj_mol": 613.03}

2.
{"formula": "C3H5NO2", "method": "ωB97M-V with the def2-TZVPD basis set", "species": ["C", "O", "C", "N", "C", "O", "H", "H", "H", "H", "H"], "coordinates": [[-1.576, 0.851, 0.006], [-0.152, 1.024, 0.037], [0.516, -0.104, 0.177], [1.849, -0.037, 0.159], [-0.009, -1.474, -0.482], [0.414, -2.505, -0.046], [-1.868, -0.115, 0.430], [-2.017, 1.665, 0.585], [-1.883, 0.899, -1.041], [2.281, -0.944, 0.285], [2.445, 0.738, -0.110]], "atomic_forces_ev_per_a": [[-0.21, 0.03, -0.06], [0.34, -0.16, 0.11], [0.22, 0.20, -0.19], [-0.14, -0.10, 0.16], [0.40, -0.60, 0.34], [-0.45, 0.34, -0.33], [0.09, 0.23, -0.02], [0.12, -0.14, -0.14], [-0.11, 0.00, 0.14], [0.14, 0.20, -0.03], [-0.41, 0.00, 0.02]], "homo_energy_ev": [-7.24, -7.24], "relative_energy_kj_mol": 338.34, "smiles": "COC(N)=C=O"}